Below is 2 unconnected molecules or ions with the total composition C21H24N4O6S, with properties calculated with ωB97M-V/def2-TZVPD.

ORCA input file:
```
! RIJCOSX wB97M-V def2-TZVPD def2/J DEFGRID3
* xyz 0 1
C 1.792 -1.196 0.803
N 0.968 -0.431 1.760
C 1.055 -1.067 3.073
C 0.331 -0.246 4.129
C 0.951 1.150 4.219
C 1.056 1.858 2.865
C 1.595 0.925 1.790
H 1.716 -0.737 -0.188
H 2.852 -1.152 1.118
H 1.483 -2.244 0.721
H 0.642 -2.079 2.967
H 2.124 -1.140 3.350
H -0.736 -0.188 3.880
H 0.418 -0.788 5.080
H 0.354 1.767 4.886
H 1.959 1.073 4.636
H 0.082 2.278 2.584
H 1.762 2.700 2.929
H 2.677 0.795 1.999
H 1.479 1.369 0.789
C 1.096 1.681 -3.820
C 0.181 1.715 -2.629
C -0.651 2.798 -2.276
C -1.449 2.735 -1.126
C -1.342 1.636 -0.261
S -2.522 1.483 1.054
O -1.939 1.591 2.374
O -3.694 2.223 0.670
N -2.796 -0.231 0.924
C -3.723 -0.726 -0.015
C -4.579 -0.010 -0.818
C -5.358 -0.682 -1.757
N -6.181 0.047 -2.687
O -6.954 -0.618 -3.422
O -6.100 1.297 -2.724
C -5.256 -2.095 -1.846
C -4.304 -2.808 -1.105
C -3.520 -2.111 -0.167
C -2.405 -2.436 0.733
N -1.722 -3.668 0.732
O -1.982 -4.488 -0.182
O -0.841 -3.887 1.608
C -1.900 -1.246 1.262
C -0.461 0.611 -0.599
C 0.223 0.587 -1.806
H 1.096 0.660 -4.230
H 0.775 2.391 -4.591
H 2.127 1.909 -3.500
H -0.699 3.691 -2.915
H -2.175 3.516 -0.905
H -4.615 1.056 -0.742
H -5.934 -2.585 -2.536
H -4.179 -3.881 -1.241
H -1.092 -1.135 1.976
H -0.256 -0.192 0.093
H 0.808 -0.298 -2.109
*
```

Results
M   460.512 Da
Relative energy (zero: lowest compared OMol25 entry of this formula, charge and spin)   194.78 kcal/mol
SMILES   Cc1ccc(S(=O)(=O)n2cc([N+](=O)[O-])c3ccc([N+](=O)[O-])cc32)cc1.CN1CCCCC1
HOMO energy   -0.344 Eh